A gas-phase ion, C5H11N2O (charge -1) at a distorted geometry, computed with wB97M-V/def2-TZVPD.

Computed properties:
SMILES: [H]/N=C/[N-]CCCCO
Total energy, a.u.: -381.771161
Energy relative to the best compared isomer or geometry (same formula, charge and spin), kJ/mol: 194.5
Net charge: -1
Frontier orbital gap, eV: 6.54
M, g/mol: 115.2
HOMO level, eV: -2.67

Last column: Löwdin charge in e.
Positions of all 19 atoms, in Å:
1 C 0.9952 -0.9858 1.9572  -0.316
2 O 2.3446 -0.9498 1.4941  -0.143
3 C 0.1211 0.0330 1.3712  -0.256
4 C -0.9303 -0.4896 0.3750  -0.226
5 C -1.6174 0.6020 -0.5954  -0.398
6 N 0.4784 -0.1214 -2.4786  -0.088
7 C -0.1328 1.1464 -2.2347  -0.409
8 N -0.8061 1.5743 -1.1482  -0.107
9 H 0.5504 -1.9182 1.6427  0.097
10 H 1.3311 -0.7362 3.0577  0.139
11 H 0.7428 0.6235 0.7458  0.069
12 H -0.3549 0.8115 2.2480  0.168
13 H -0.3974 -1.1534 -0.4928  0.117
14 H -1.7635 -1.0862 0.8591  0.093
15 H -2.4649 1.1256 -0.0594  0.077
16 H -2.1918 0.0026 -1.3891  0.098
17 H 2.5948 -0.2834 0.7948  0.104
18 H 1.2321 -0.0167 -3.2125  -0.047
19 H 0.2686 1.8220 -2.9349  0.030